Formula: C5H9O
Source: the OMol25 dataset
Level of theory: ωB97M-V with the def2-TZVPD basis set

Cartesian coordinates (Å):
C1 -1.093924 1.098159 -0.940746
C2 0.013778 0.858513 0.015048
C3 0.617905 -0.372484 0.208358
C4 1.355431 -0.598286 1.515974
C5 0.546937 -1.421251 -0.701750
H1 -1.185262 2.193754 -1.048957
H2 -0.817893 0.596389 -1.882638
H3 0.307944 1.699766 0.643338
H4 1.403353 0.325119 2.101431
H5 0.818046 -1.344366 2.114814
H6 2.372269 -0.980644 1.361300
H7 1.009070 -2.367376 -0.428890
H8 0.023884 -1.296867 -1.649831
O1 -2.317515 0.570396 -0.446721
H9 -3.054023 1.039178 -0.860731

Force components x, y, z for each atom (eV/Å):
C 0.48 0.48 -0.43
C -0.07 0.20 0.44
C 0.18 -0.53 0.02
C 0.20 -0.05 -0.05
C -0.21 0.49 0.46
H 0.02 -0.44 -0.44
H -0.34 0.45 -0.10
H -0.17 -0.32 0.11
H 0.06 -0.17 -0.09
H 0.06 0.17 -0.11
H -0.19 0.12 0.01
H -0.14 0.12 -0.35
H 0.22 -0.29 0.28
O -0.36 -0.11 0.20
H 0.26 -0.13 0.04

F_max: 0.8 eV/Å
total energy: -7376.16152 eV
<S²>: 0.79
HOMO (alpha / beta): -0.283 / -0.357 Ha
energy relative to the best compared isomer or geometry (same formula, charge and spin): 0.26 kJ/mol
total charge: 0
spin multiplicity: 2
LUMO level (alpha / beta): 1.01 / -0.27 eV
frontier orbital gap (alpha / beta): 8.71 / 9.44 eV